# 1
Here is the molecule C12H25N3O2 from OMol25. Energies are from wB97M-V/def2-TZVPD.

As for the HOMO energy: -0.309 hartree. The spin multiplicity is 1. For the molar mass, the calculation gives 243.35 g mol⁻¹. Its SMILES is CC[C@H](C)[C@H](N)C(=O)NCCN1CCOCC1.

Last column: natural (NBO) charge in e.
Positions of all 42 atoms, in Å:
1 C 0.4425 4.9233 1.7671  -0.602
2 C -0.3894 3.8464 2.4545  -0.390
3 C -0.3931 2.5249 1.6712  -0.211
4 C -1.4116 2.5922 0.5347  -0.610
5 C -0.6873 1.3266 2.6007  -0.133
6 N 0.4889 1.0357 3.4161  -0.849
7 C -0.9902 0.0902 1.7483  0.677
8 O -2.1147 -0.2948 1.5035  -0.634
9 N 0.1291 -0.5025 1.2930  -0.627
10 C 0.1282 -1.5880 0.3479  -0.255
11 C 0.7570 -1.1349 -0.9882  -0.204
12 N 0.6736 -2.0614 -2.0915  -0.446
13 C -0.6704 -2.3234 -2.5738  -0.253
14 C -0.5582 -3.0653 -3.9071  -0.071
15 O 0.1490 -4.2749 -3.7603  -0.522
16 C 1.4388 -4.0370 -3.2492  -0.070
17 C 1.3795 -3.3143 -1.9009  -0.253
18 H 0.3929 5.8553 2.3254  0.211
19 H 1.4845 4.6159 1.7055  0.202
20 H 0.0829 5.1119 0.7591  0.203
21 H 0.0162 3.6922 3.4571  0.186
22 H -1.4186 4.1928 2.5701  0.203
23 H 0.6065 2.3648 1.2517  0.200
24 H -1.2819 3.5055 -0.0400  0.208
25 H -1.3060 1.7469 -0.1399  0.214
26 H -2.4223 2.5738 0.9358  0.216
27 H -1.5915 1.5502 3.1906  0.194
28 H 0.2673 0.3200 4.1005  0.367
29 H 0.7831 1.8624 3.9250  0.364
30 H 1.0080 -0.1182 1.6074  0.417
31 H -0.9174 -1.8681 0.2013  0.232
32 H 0.6785 -2.4416 0.7569  0.189
33 H 1.8173 -0.9150 -0.8244  0.188
34 H 0.2645 -0.2097 -1.3024  0.198
35 H -1.1883 -1.3744 -2.7213  0.207
36 H -1.2523 -2.9438 -1.8725  0.171
37 H -1.5448 -3.3321 -4.2889  0.193
38 H -0.0436 -2.4194 -4.6346  0.165
39 H 1.9121 -5.0149 -3.1456  0.191
40 H 2.0133 -3.4229 -3.9592  0.165
41 H 2.3928 -3.1046 -1.5526  0.203
42 H 0.8754 -3.9700 -1.1709  0.168



# 2
Here is the molecule C12H25N5O3 in a non-equilibrium geometry from OMol25. Energies are from wB97M-V/def2-TZVPD.

As for the HOMO energy: -0.326 hartree. The spin multiplicity is 1. For the molar mass, the calculation gives 287.36 g mol⁻¹. Its SMILES is [H]/N=C(\N)NCCC[C@H](N)C(=O)N[C@H](C(=O)O)[C@@H](C)CC.

Last column: natural (NBO) charge in e.
Positions of all 45 atoms, in Å:
1 H 0.0863 -1.3904 -3.4681  0.361
2 N -0.2297 -1.8719 -2.6579  -0.782
3 C -1.1027 -2.8001 -2.8500  0.582
4 N -1.7053 -3.1188 -4.0685  -0.851
5 N -1.7079 -3.5579 -1.8048  -0.646
6 C -1.3063 -3.2675 -0.4014  -0.225
7 C -2.1177 -2.0949 0.1681  -0.425
8 C -1.6474 -1.8006 1.5695  -0.426
9 C -0.1821 -1.5033 1.7257  -0.129
10 N 0.1526 -1.2466 3.1331  -0.802
11 C 0.3434 -0.4299 0.6707  0.705
12 O 1.4322 -0.5483 0.1027  -0.653
13 N -0.4216 0.6848 0.4370  -0.636
14 C 0.0945 1.8285 -0.2715  -0.168
15 C 0.2097 1.6588 -1.7943  0.774
16 O -0.1081 2.4600 -2.7032  -0.598
17 O 0.6030 0.4381 -2.2261  -0.674
18 C 1.3557 2.4830 0.3234  -0.220
19 C 1.7264 3.7101 -0.5180  -0.619
20 C 1.1880 2.8931 1.8403  -0.401
21 C 2.4925 3.2633 2.5390  -0.614
22 H -1.1958 -2.6919 -4.8625  0.391
23 H -1.9225 -4.1351 -4.1085  0.391
24 H -2.7062 -3.5678 -1.8930  0.373
25 H -1.4409 -4.1908 0.2152  0.195
26 H -0.2413 -3.0303 -0.4944  0.232
27 H -1.9833 -1.2339 -0.5005  0.221
28 H -3.1830 -2.3985 0.1890  0.206
29 H -2.2581 -1.0949 2.0463  0.206
30 H -1.7059 -2.7440 2.1845  0.228
31 H 0.5357 -2.2392 1.4370  0.219
32 H -0.4557 -0.5650 3.5212  0.348
33 H 1.0849 -0.8685 3.2537  0.369
34 H -1.4513 0.6913 0.6424  0.417
35 H -0.7195 2.5649 -0.2235  0.234
36 H 1.0642 0.0451 -1.4747  0.505
37 H 2.1610 1.7099 0.2585  0.228
38 H 0.9456 4.4944 -0.5724  0.214
39 H 2.5777 4.2261 -0.1185  0.210
40 H 2.0032 3.3826 -1.5635  0.230
41 H 0.5136 3.7538 1.8838  0.198
42 H 0.6105 2.0594 2.3099  0.200
43 H 3.1256 3.8722 1.8486  0.209
44 H 3.1484 2.3710 2.7910  0.207
45 H 2.3375 3.7999 3.4847  0.217



# 3
Here is the molecule C12H25N5O3 in a non-equilibrium geometry from OMol25. Energies are from wB97M-V/def2-TZVPD.

As for the HOMO energy: -0.335 hartree. The spin multiplicity is 1. For the molar mass, the calculation gives 287.36 g mol⁻¹. Its SMILES is [H]/N=C(/N)NCCC[C@H](NC(=O)[C@@H](N)[C@@H](C)CC)C(=O)O.

Last column: natural (NBO) charge in e.
Positions of all 45 atoms, in Å:
1 H 5.7928 -0.5294 -1.5697  0.342
2 N 6.1928 0.3071 -1.1723  -0.754
3 C 5.4775 0.8300 -0.2766  0.581
4 N 5.9328 1.8938 0.5223  -0.848
5 N 4.1640 0.4835 0.0881  -0.641
6 C 3.3884 -0.4998 -0.6558  -0.213
7 C 1.9348 -0.5453 -0.1972  -0.414
8 C 1.1539 -1.7771 -0.5497  -0.381
9 C -0.3367 -1.7977 -0.1290  -0.165
10 N -1.0680 -0.6706 -0.6926  -0.607
11 C -2.4035 -0.7247 -0.8544  0.679
12 O -3.0595 -1.7267 -0.6227  -0.666
13 C -3.0548 0.5829 -1.3766  -0.144
14 N -4.3671 0.2650 -2.0230  -0.814
15 C -3.3072 1.7106 -0.2570  -0.195
16 C -4.3271 1.3338 0.7885  -0.624
17 C -1.9762 2.1808 0.4362  -0.407
18 C -2.1239 3.3643 1.3709  -0.609
19 C -0.4364 -1.9787 1.4058  0.778
20 O 0.5267 -2.0924 2.1093  -0.565
21 O -1.6674 -2.0719 1.8810  -0.675
22 H 5.7520 1.7841 1.4957  0.386
23 H 6.9052 2.1974 0.3381  0.396
24 H 3.6396 1.3549 0.1424  0.378
25 H 3.8770 -1.5085 -0.6021  0.197
26 H 3.4286 -0.2676 -1.7455  0.175
27 H 1.8917 -0.2445 0.9006  0.233
28 H 1.4279 0.2647 -0.6637  0.172
29 H 1.1595 -1.8778 -1.6057  0.205
30 H 1.6862 -2.6259 -0.1152  0.232
31 H -0.7644 -2.6765 -0.5264  0.235
32 H -0.5879 0.2001 -0.7919  0.411
33 H -2.5266 1.0837 -2.2016  0.213
34 H -4.0898 -0.1613 -2.8785  0.353
35 H -4.8110 -0.4924 -1.4515  0.372
36 H -3.7943 2.5085 -0.8092  0.214
37 H -4.6692 2.2002 1.3586  0.219
38 H -5.1638 0.7351 0.3413  0.222
39 H -3.8450 0.6915 1.4914  0.200
40 H -1.5096 1.3241 0.9129  0.197
41 H -1.2769 2.5022 -0.3382  0.188
42 H -2.7232 4.1674 0.9822  0.209
43 H -1.1440 3.7837 1.6852  0.216
44 H -2.6808 2.9912 2.2594  0.206
45 H -2.2840 -2.3021 1.1620  0.512



# 4
Here is a structure of composition C12H25N5O6Zn in a non-equilibrium geometry from OMol25. Energies are from wB97M-V/def2-TZVPD.

As for the HOMO energy (spin up / spin down): -0.274 / -0.273 hartree. The spin multiplicity is 1. For the molar mass, the calculation gives 400.75 g mol⁻¹.

Last column: natural (NBO) charge in e.
Positions of all 49 atoms, in Å:
1 O -2.3606 3.6096 1.2079  -0.986
2 H -2.7422 3.3443 0.3520  0.404
3 Zn -0.5018 1.4669 -0.9651  1.574
4 N -1.1104 -0.9674 -0.2356  0.060
5 N -1.7147 1.0910 1.2342  -0.034
6 N 1.3257 0.5716 -1.0003  -0.202
7 N 0.7051 2.5444 0.3896  -0.238
8 O -0.4195 -1.9962 -0.5778  -0.475
9 O 1.6670 -0.6725 -1.3312  -0.559
10 O 0.5589 3.1085 1.6041  -0.540
11 O -1.4879 1.7663 2.2569  -0.216
12 C -2.4039 -0.0592 1.4795  0.291
13 C -2.1524 -1.1514 0.6044  0.062
14 C 2.3844 1.3439 -0.7414  0.150
15 C 2.0183 2.4540 0.0620  0.208
16 C -2.7866 -2.5114 0.8291  -0.678
17 H -2.5798 -2.8884 1.8685  0.224
18 H -2.4157 -3.2388 0.0621  0.264
19 H -3.8923 -2.3772 0.7256  0.233
20 C -3.3841 -0.1792 2.5633  -0.696
21 H -3.4131 0.7380 3.1261  0.264
22 H -3.1243 -1.0003 3.2260  0.243
23 H -4.3751 -0.3826 2.1593  0.252
24 C 3.7919 0.9962 -1.1334  -0.677
25 C 3.0380 3.4565 0.5091  -0.684
26 H 3.8615 -0.0251 -1.5449  0.261
27 H 4.4350 1.0839 -0.2441  0.228
28 H 4.1817 1.7137 -1.8794  0.237
29 H 2.5490 4.1892 1.1625  0.261
30 H 3.4557 4.0201 -0.3498  0.239
31 H 3.8927 3.0189 1.0619  0.229
32 H 0.8578 -1.2592 -1.0173  0.504
33 H -0.3913 2.8631 1.8207  0.530
34 C -0.9732 0.8741 -2.7438  -1.368
35 H -1.9457 0.3363 -3.0150  0.230
36 H -0.3148 0.6428 -3.6076  0.229
37 H -1.0772 1.9712 -2.9229  0.189
38 O -1.6138 -3.0709 -2.9218  -0.957
39 H -1.1614 -2.8500 -3.7620  0.467
40 H -1.0535 -2.6289 -2.2464  0.480
41 C 1.7456 -3.4025 3.5796  -0.592
42 C 2.0205 -1.9057 3.6455  -0.506
43 C 1.3088 -1.1462 2.5955  0.319
44 N 0.8156 -0.4846 1.7737  -0.378
45 H 0.6860 -3.6258 3.6791  0.216
46 H 2.2654 -3.9095 4.3837  0.219
47 H 2.1056 -3.8198 2.6431  0.221
48 H 1.6958 -1.4822 4.6121  0.249
49 H 3.0980 -1.6960 3.5107  0.250



Look up the molar mass of the first one.
243.35 g mol⁻¹